*A*
Here is C4H4I2 in the gas phase from OMol25. Energies are from ωB97M-V with the def2-TZVPD basis set.

Each atom is followed by the atoms it is bonded to, with distances in Å.
Cartesian coordinates (Å):
1 C 0.01 1.03 -0.73  C2 1.260, C3 1.572, H6 1.063
2 C -0.57 1.66 0.20  C1 1.260, H8 1.035
3 C 0.49 -0.36 -0.18  C1 1.572, C4 1.443, H5 1.104, I10 2.286
4 C -0.51 -0.81 0.76  C3 1.443, I7 2.099, H9 1.076
5 H 1.59 -0.38 -0.06  C3 1.104
6 H 0.56 1.39 -1.56  C1 1.063
7 I -0.01 -2.20 2.25  C4 2.099
8 H -0.96 2.41 0.79  C2 1.035
9 H -1.51 -0.94 0.41  C4 1.076
10 I 0.90 -1.80 -1.91  C3 2.286

Results
orbital gap (alpha / beta)	0.26586 / 0.29328	Eh
E_HOMO (alpha / beta)	-8.55 / -8.34	eV
net charge	0
LUMO level (alpha / beta)	-1.312 / -0.361	eV

***

*B*
Here is C4H4I2 in the gas phase from OMol25. Energies are from ωB97M-V with the def2-TZVPD basis set.

Each atom is followed by the atoms it is bonded to, with distances in Å.
Cartesian coordinates (Å):
1 C 0.41 -0.72 -0.15  C4 1.332, C7 1.601, I8 2.093
2 C -2.00 -0.53 1.29  C7 1.533, I9 2.003
3 H -0.43 -1.53 1.71  C7 1.157
4 C 0.30 0.00 -1.26  C1 1.332, H5 1.080, H10 0.995
5 H -0.48 0.74 -1.29  C4 1.080
6 H -0.20 0.22 2.07  C7 1.184
7 C -0.47 -0.50 1.17  C1 1.601, C2 1.533, H3 1.157, H6 1.184
8 I 2.02 -2.05 0.00  C1 2.093
9 I -3.12 -1.19 -0.23  C2 2.003
10 H 0.76 -0.23 -2.12  C4 0.995

Results
orbital gap	0.28624	Eh
E_HOMO	-8.39	eV
net charge	0
LUMO level	-0.600	eV

***

Most stable = *B*